No. 1
C19H20O6S | ωB97M-V/def2-TZVPD

The HOMO energy comes out at -8.08 eV. The value obtained for the frontier orbital gap is 8.579 eV. As for the largest force on an atom: 0.9 eV/Å. As for the total energy: -43147.138 eV.

Geometry as XYZ:
```
46
Properties=species:S:1:pos:R:3:forces:R:3
C -7.9339 -1.0577 1.3182 0.002 0.099 -0.008
C -6.6468 -0.9151 0.5637 -0.011 -0.048 0.014
C -6.6219 -0.9764 -0.8242 0.057 0.015 0.141
C -5.4416 -0.8177 -1.5236 0.367 0.105 -0.045
C -4.2519 -0.5943 -0.8393 -0.387 -0.093 0.205
C -4.2593 -0.5464 0.5500 0.263 -0.016 -0.182
C -5.4495 -0.7017 1.2351 -0.099 -0.014 -0.114
H -5.4438 -0.6633 2.3150 0.001 -0.010 0.113
H -3.3349 -0.3986 1.0892 0.045 0.008 0.036
O -3.1041 -0.5137 -1.5886 -0.089 -0.127 -0.182
C -2.0627 0.2702 -1.1692 0.514 0.229 0.074
C -2.2369 1.4849 -0.5103 -0.099 -0.159 -0.158
C -1.1410 2.2500 -0.1747 0.321 -0.020 -0.021
C 0.1479 1.8288 -0.4952 -0.240 -0.045 -0.081
C 0.3203 0.6273 -1.1696 0.204 0.279 0.117
C -0.7793 -0.1449 -1.4997 -0.503 -0.050 0.055
H -0.6530 -1.0792 -2.0238 0.003 -0.107 -0.050
H 1.3014 0.2705 -1.4428 0.098 -0.023 -0.052
O 1.1605 2.6769 -0.1230 -0.030 -0.033 0.097
C 2.4787 2.2726 -0.3526 0.000 -0.026 -0.058
C 2.8566 1.0261 0.4410 -0.251 0.142 0.193
O 2.3073 0.6384 1.4323 0.034 0.063 -0.004
O 3.9098 0.4204 -0.1259 0.280 0.084 -0.372
C 4.4069 -0.7594 0.5200 -0.447 -0.372 0.688
C 5.1297 -1.5805 -0.5227 0.543 0.619 0.059
H 4.7080 -1.4596 -1.5142 0.024 -0.016 -0.102
H 5.2031 -2.6272 -0.2487 0.058 -0.060 0.065
S 6.8317 -0.8839 -0.5281 0.130 -0.019 -0.130
O 7.7590 -1.9264 -0.1895 0.003 -0.284 0.420
O 7.0763 -0.1454 -1.7324 -0.264 0.349 -0.151
C 6.6140 0.2373 0.8999 -0.057 -0.489 -0.572
C 5.4238 -0.3724 1.6046 -0.448 0.132 0.114
H 4.9636 0.3146 2.3163 0.044 -0.082 0.012
H 5.7259 -1.2764 2.1347 -0.048 -0.016 0.063
H 7.5229 0.2314 1.4898 0.152 -0.042 -0.074
H 6.4094 1.2262 0.5022 0.006 0.066 -0.045
H 3.5536 -1.2871 0.9654 0.245 0.066 -0.164
H 3.1035 3.0994 0.0019 0.001 -0.163 -0.101
H 2.6909 2.1071 -1.4170 -0.029 0.009 0.143
H -1.2612 3.1906 0.3379 -0.025 0.123 0.066
H -3.2316 1.8286 -0.2684 -0.046 0.032 0.026
H -5.4210 -0.8694 -2.6010 0.018 0.001 -0.123
H -7.5399 -1.1488 -1.3671 -0.093 -0.030 -0.056
H -8.3768 -0.0760 1.4907 -0.101 0.011 0.054
H -7.7657 -1.5243 2.2862 -0.058 -0.042 0.069
H -8.6482 -1.6553 0.7571 -0.085 -0.046 0.020
```
Positions in Å, forces in eV/Å.


No. 2
C19H21BN2NiO2 | ωB97M-V/def2-TZVPD

The HOMO energy (alpha / beta) comes out at -6.15 / -7.53 eV. As for the spin multiplicity: 3. The value obtained for the frontier orbital gap (alpha / beta) is 5.653 / 7.013 eV. As for the largest force on an atom: 2.1 eV/Å. As for the total energy: -68834.703 eV.

Geometry as XYZ:
```
46
Properties=species:S:1:pos:R:3:forces:R:3
C -0.7824 -1.2230 1.4448 0.246 -0.872 1.012
C -1.6719 1.1402 0.3133 0.401 0.246 -0.523
H -1.2575 -2.0549 0.9221 0.107 0.041 0.073
H -1.5050 -0.6958 2.0690 0.182 0.058 -0.157
H 0.0563 -1.5587 2.0637 -0.160 -0.108 0.001
H -1.7120 1.8606 -0.5095 -0.201 -0.053 0.147
H -2.5451 0.4902 0.2628 0.053 0.064 0.027
H -1.6186 1.6541 1.2757 0.068 -0.179 -0.124
C 2.0345 -2.3847 0.0250 0.089 0.280 -0.260
C 3.1041 -3.1623 -0.4017 0.028 0.185 -0.126
C 3.9364 -2.6579 -1.3988 -0.251 0.098 0.146
C 3.6679 -1.4020 -1.9285 -0.150 0.013 0.093
H 1.3433 -2.7345 0.7838 0.059 0.044 -0.069
H 3.2694 -4.1417 0.0341 -0.016 0.136 -0.056
H 4.7776 -3.2375 -1.7659 -0.106 0.076 0.051
H 4.2951 -1.0017 -2.7162 -0.066 -0.074 0.115
N 1.7774 -1.1718 -0.4800 0.235 0.138 -0.411
C 2.5748 -0.6702 -1.4521 -0.010 -0.787 0.576
C 2.2031 0.6559 -1.9821 -0.501 0.963 -0.165
N 1.0659 1.2032 -1.4903 0.988 0.124 -0.346
C 0.6653 2.3989 -1.9381 0.279 -0.316 -0.025
C 2.5376 2.5653 -3.4156 -0.201 -0.089 0.206
C 1.3655 3.1152 -2.9013 0.114 -0.192 0.002
H -0.2547 2.7792 -1.5071 0.131 -0.031 -0.027
H 0.9951 4.0781 -3.2363 0.059 -0.125 0.044
C 2.9599 1.3266 -2.9491 -0.130 -0.055 0.084
H 3.8713 0.8854 -3.3349 -0.106 0.091 0.030
H 3.1151 3.0921 -4.1688 -0.071 -0.066 0.102
Ni 0.0000 0.0000 0.0000 0.331 0.214 0.794
C 0.9015 1.0448 1.5495 -0.189 0.207 -0.482
H 0.8053 2.1103 1.3239 0.071 -0.094 0.067
H 1.9544 0.7493 1.5708 -0.071 -0.012 -0.032
H 0.4176 0.8118 2.4987 0.010 0.020 -0.193
O -1.9961 -0.1995 -2.1591 1.801 -0.699 0.100
B -0.9119 -0.9388 -1.5504 -1.734 0.306 0.412
O -1.3224 -2.3105 -1.3569 1.308 1.485 -0.465
C -2.6382 -2.2794 -1.6210 -1.630 -1.348 0.059
C -3.5621 -3.2989 -1.3955 -0.385 0.372 -0.233
C -4.9178 -3.0336 -1.6572 0.475 0.743 -0.183
C -5.3187 -1.7681 -2.1376 0.873 -0.291 0.164
C -4.3645 -0.7604 -2.3644 -0.144 -0.581 0.168
C -3.0284 -1.0484 -2.0881 -2.006 0.083 -0.574
H -3.2491 -4.2578 -1.0049 0.059 0.013 -0.011
H -5.6628 -3.7960 -1.4702 0.047 -0.002 -0.010
H -6.3662 -1.5671 -2.3218 0.037 -0.006 0.001
H -4.6623 0.2210 -2.7112 0.077 -0.020 -0.001
```
Positions in Å, forces in eV/Å.


No. 3
C19H21BN2O2Pd | ωB97M-V/def2-TZVPD

The HOMO energy (alpha / beta) comes out at -11.22 / -15.38 eV. As for the spin multiplicity: 5. The value obtained for the frontier orbital gap (alpha / beta) is 5.300 / 5.087 eV. As for the largest force on an atom: 5.3 eV/Å. As for the total energy: -31255.272 eV. Its total charge is +2.

Geometry as XYZ:
```
46
Properties=species:S:1:pos:R:3:forces:R:3
C 3.3916 0.8989 -0.6868 1.562 0.265 -0.218
C 3.8548 -0.5127 -1.0753 1.002 0.411 -0.230
H 3.3662 1.5667 -1.5456 -0.173 0.012 0.019
H 4.1446 1.2865 0.0020 -0.078 0.141 0.043
H 2.4742 1.0488 -0.0715 0.085 0.246 0.174
H 3.1957 -1.0367 -1.7757 -0.013 -0.173 -0.188
H 4.8089 -0.3800 -1.6131 -0.390 -0.158 0.068
H 4.0576 -1.1392 -0.2056 -0.012 0.150 -0.283
C -0.4838 2.0917 -1.6103 -0.449 -1.105 -0.367
C -1.6060 2.7755 -2.0824 0.098 0.338 0.163
C -2.6570 2.0464 -2.6465 -0.226 -1.027 -0.232
C -2.5419 0.6642 -2.7214 -1.159 0.781 -0.513
H 0.3533 2.6211 -1.1662 -0.064 0.008 -0.119
H -1.6344 3.8520 -1.9994 -0.074 0.026 -0.078
H -3.5496 2.5425 -3.0205 0.233 -0.086 0.037
H -3.3155 0.0351 -3.1747 0.215 0.603 0.204
N -0.3973 0.7619 -1.6654 2.210 1.965 0.529
C -1.3997 0.0257 -2.1896 0.141 -4.094 0.169
C -1.2486 -1.4335 -2.1030 -0.737 5.249 -0.544
N -0.1381 -1.8924 -1.4856 2.620 -1.868 1.569
C 0.0146 -3.2078 -1.3078 -0.011 2.052 -0.140
C -2.0735 -3.6947 -2.4094 -1.018 1.599 -0.725
C -0.9316 -4.1406 -1.7466 0.208 -0.945 0.214
H 0.9067 -3.5231 -0.7803 -0.082 -0.074 -0.119
H -0.7464 -5.1919 -1.5561 -0.090 0.116 -0.070
C -2.2220 -2.3230 -2.6065 -1.370 -2.648 -0.591
H -3.0786 -1.9126 -3.1371 0.196 -0.359 0.126
H -2.8276 -4.3931 -2.7702 0.237 0.213 0.079
Pd 1.3440 -0.2920 -0.6395 -3.178 -0.985 0.156
C 1.8987 -1.7032 0.6928 0.504 -0.327 1.151
H 2.4302 -2.5123 0.1705 -0.220 0.463 -0.119
H 1.0014 -2.1158 1.1622 0.211 -0.025 0.066
H 2.5582 -1.2753 1.4567 -0.175 -0.361 -0.125
O -0.7483 1.0749 1.1668 0.048 0.612 1.019
B 0.5057 0.4026 1.0676 -0.309 -0.476 0.028
O 1.0678 0.3708 2.3751 -0.606 0.825 0.763
C 0.2177 1.0438 3.1913 1.914 -1.197 0.421
C 0.2990 1.2259 4.5575 0.041 0.193 0.903
C -0.7518 1.9000 5.1874 2.175 -1.106 0.436
C -1.8285 2.3892 4.4451 -1.243 0.400 -1.861
C -1.9075 2.1908 3.0578 -0.404 0.402 0.380
C -0.8723 1.4983 2.4600 -1.606 0.050 -1.898
H 1.1529 0.8393 5.0982 -0.084 0.051 0.089
H -0.7204 2.0373 6.2703 -0.025 -0.013 -0.358
H -2.6227 2.9245 4.9560 0.050 -0.053 -0.125
H -2.7407 2.5652 2.4745 0.048 -0.088 0.095
```
Positions in Å, forces in eV/Å.


No. 4
C19H21BrN2O5S | ωB97M-V/def2-TZVPD

The HOMO energy comes out at -8.41 eV. The value obtained for the frontier orbital gap is 8.909 eV. As for the largest force on an atom: 0.9 eV/Å. As for the total energy: -114139.138 eV.

Geometry as XYZ:
```
49
Properties=species:S:1:pos:R:3:forces:R:3
C 4.4688 0.5217 1.0713 -0.035 -0.002 0.071
H 4.3485 -0.4639 0.6271 0.084 -0.048 -0.032
H 4.6079 1.2404 0.2683 0.056 0.040 -0.112
H 5.3580 0.5266 1.6968 0.086 0.026 0.003
C 3.2335 0.8605 1.9086 0.030 -0.146 0.015
C 1.9950 0.5004 1.1242 0.058 0.388 0.532
O 1.2797 -0.4350 1.4305 0.043 0.004 0.174
N 1.7331 1.2480 0.0169 0.005 -0.018 -0.025
C 0.7556 0.9101 -0.9158 -0.375 0.095 -0.291
C 0.3446 -0.3380 -1.3401 0.291 -0.504 0.134
C -0.6374 -0.4183 -2.3171 -0.125 0.038 -0.157
C -1.2033 0.7302 -2.8316 0.004 -0.028 -0.041
C -0.7667 1.9946 -2.4493 0.016 -0.252 0.034
C 0.2285 2.0663 -1.5062 0.207 -0.357 0.132
C 0.9259 3.2678 -0.9390 -0.073 0.019 0.129
H 0.2652 3.7934 -0.2452 0.038 0.035 0.023
H 1.2387 3.9700 -1.7102 0.031 0.010 0.050
C 2.1236 2.6361 -0.2085 0.423 0.430 -0.008
H 3.0160 2.6664 -0.8432 -0.055 0.047 0.066
H 2.3436 3.1375 0.7331 0.020 -0.051 -0.092
H -1.1907 2.8830 -2.8914 -0.037 0.064 -0.048
Br -2.5668 0.5870 -4.1334 -0.041 -0.019 -0.040
H -0.9171 -1.3925 -2.6854 -0.092 -0.011 -0.075
S 1.1668 -1.8973 -0.9386 0.478 -0.337 -0.348
O 2.5497 -1.6353 -0.6304 -0.064 0.144 0.216
O 0.9283 -2.7271 -2.0935 -0.479 -0.196 -0.084
C 0.3524 -2.7913 0.4434 0.276 0.535 -0.449
C -1.1307 -2.4731 0.4788 -0.092 0.187 -0.045
C -1.4268 -1.1322 1.1464 -0.362 -0.349 -0.150
O -1.7361 -0.1322 0.5324 -0.176 0.175 -0.031
N -1.3907 -1.1819 2.4937 0.135 -0.049 0.586
H -1.0459 -2.0084 2.9547 -0.034 -0.007 -0.073
C -1.5717 -0.0033 3.3105 -0.255 0.303 0.043
C -0.5863 0.0477 4.4289 0.573 -0.513 -0.417
C 0.6897 -0.4208 4.5361 -0.544 0.124 -0.173
C 1.1191 -0.0995 5.8483 -0.374 0.278 0.408
C 0.0722 0.5340 6.4388 0.824 -0.197 0.209
O -0.9676 0.6243 5.5896 -0.473 0.130 -0.162
H -0.0569 0.9525 7.4169 -0.122 0.085 0.107
H 2.0727 -0.3148 6.2850 0.175 -0.012 0.168
H 1.2490 -0.9115 3.7672 0.059 -0.087 -0.234
H -2.5849 0.0188 3.7336 0.130 0.102 -0.067
H -1.4676 0.8600 2.6421 -0.071 -0.112 0.134
H -1.5141 -2.4455 -0.5421 -0.162 -0.013 0.120
H -1.6623 -3.2583 1.0229 0.047 0.005 -0.068
H 0.8707 -2.5321 1.3580 0.050 -0.032 0.015
H 0.5297 -3.8313 0.1774 0.065 0.000 -0.127
H 3.2276 0.2562 2.8163 -0.128 0.088 -0.052
H 3.2380 1.9118 2.2000 -0.033 -0.014 0.032
```
Positions in Å, forces in eV/Å.


No. 5
C19H21Cl2N5 | ωB97M-V/def2-TZVPD

The HOMO energy comes out at -7.58 eV. The value obtained for the frontier orbital gap is 7.924 eV. As for the largest force on an atom: 5.1 eV/Å. As for the total energy: -52536.452 eV.

Geometry as XYZ:
```
47
Properties=species:S:1:pos:R:3:forces:R:3
Cl -6.2410 -2.9327 -4.1886 -0.857 -0.564 -0.982
Cl -3.7340 -1.8424 0.4434 -0.246 0.341 -0.919
N 0.4954 1.7707 -0.4829 -2.340 1.648 -1.992
N 1.2651 2.3829 0.3371 -0.368 -2.202 -0.631
N -0.8041 -1.7678 -0.0417 0.515 0.510 0.031
C -0.7190 -0.5799 -0.6298 0.142 0.647 -0.078
C 0.0003 -2.0217 1.0443 0.655 2.361 -1.203
C -4.9369 -2.1962 -1.9901 1.545 0.403 -1.085
C 0.9108 -1.0226 1.4392 0.843 -2.419 2.944
C -3.8857 -1.5043 -4.1606 -0.866 0.272 1.648
C -4.8954 -2.2338 -3.4589 1.286 1.888 2.802
C -3.7711 -1.6433 -1.3263 -0.884 -0.383 0.336
C 0.1907 0.4526 -0.1369 1.252 1.380 -0.716
C -2.7274 -0.9566 -2.0162 -1.513 -0.934 -0.918
C 1.0567 0.2333 0.9089 -1.765 0.240 -0.281
C -2.9138 -0.8150 -3.3726 -3.141 -2.302 -2.823
N -1.5525 -0.2936 -1.7438 2.337 -0.181 2.843
N 1.6420 1.4459 1.2286 -1.751 -2.179 0.313
C 0.0055 -3.3520 1.7498 -3.036 0.192 -1.864
C 1.2587 2.5587 4.2048 0.317 -0.174 0.817
C 4.0879 0.8775 0.2307 2.287 -3.206 3.166
C -1.9290 -0.0219 -4.0776 1.997 1.220 0.243
C -0.9776 0.3896 -2.9126 -0.561 0.995 -0.868
C 2.3556 2.8107 3.1912 -0.157 1.329 -1.254
C 3.9698 1.6694 1.5297 0.417 0.797 0.186
C 2.6089 1.6156 2.2358 1.843 -0.065 1.827
H -5.8565 -2.5708 -1.3949 2.019 0.509 -1.156
H 1.5058 -1.2275 2.3232 0.073 -0.384 0.093
H -3.9328 -1.3032 -5.2615 0.020 -0.555 1.194
H -1.0120 -3.6799 2.1079 0.741 0.413 -0.807
H 0.5132 -3.1851 2.6084 2.086 -0.014 2.619
H 0.4185 -4.1273 1.1222 0.208 -0.234 -0.040
H 1.0307 3.4947 4.8292 -0.158 -1.405 -1.233
H 1.7112 1.8379 4.9191 -0.592 0.198 -0.159
H 0.4199 2.0436 3.6898 0.013 0.737 0.711
H 3.7034 -0.1882 0.2878 0.537 1.121 0.095
H 5.1547 0.8482 -0.0519 -0.374 -0.199 0.145
H 3.6235 1.3276 -0.5191 -2.284 2.013 -3.256
H -2.2950 0.9149 -4.5170 -0.296 -0.429 -0.032
H -1.4597 -0.5931 -4.8719 0.232 -0.078 -0.067
H 0.1074 0.3166 -3.1107 -0.509 -0.813 0.533
H -1.1306 1.4549 -2.8105 0.103 0.357 0.434
H 2.0782 3.6300 2.4849 0.188 -0.187 0.691
H 3.2350 3.1619 3.7697 -0.036 -0.522 -0.811
H 4.7286 1.3622 2.2670 -0.043 0.318 -0.368
H 4.1284 2.7287 1.2188 0.163 -0.518 0.553
H 2.5679 0.7305 2.9045 -0.043 0.057 -0.682
```
Positions in Å, forces in eV/Å.


Copy entry 2 word for word.
C19H21BN2NiO2 | ωB97M-V/def2-TZVPD

The HOMO energy (alpha / beta) comes out at -6.15 / -7.53 eV. As for the spin multiplicity: 3. The value obtained for the frontier orbital gap (alpha / beta) is 5.653 / 7.013 eV. As for the largest force on an atom: 2.1 eV/Å. As for the total energy: -68834.703 eV.

Geometry as XYZ:
```
46
Properties=species:S:1:pos:R:3:forces:R:3
C -0.7824 -1.2230 1.4448 0.246 -0.872 1.012
C -1.6719 1.1402 0.3133 0.401 0.246 -0.523
H -1.2575 -2.0549 0.9221 0.107 0.041 0.073
H -1.5050 -0.6958 2.0690 0.182 0.058 -0.157
H 0.0563 -1.5587 2.0637 -0.160 -0.108 0.001
H -1.7120 1.8606 -0.5095 -0.201 -0.053 0.147
H -2.5451 0.4902 0.2628 0.053 0.064 0.027
H -1.6186 1.6541 1.2757 0.068 -0.179 -0.124
C 2.0345 -2.3847 0.0250 0.089 0.280 -0.260
C 3.1041 -3.1623 -0.4017 0.028 0.185 -0.126
C 3.9364 -2.6579 -1.3988 -0.251 0.098 0.146
C 3.6679 -1.4020 -1.9285 -0.150 0.013 0.093
H 1.3433 -2.7345 0.7838 0.059 0.044 -0.069
H 3.2694 -4.1417 0.0341 -0.016 0.136 -0.056
H 4.7776 -3.2375 -1.7659 -0.106 0.076 0.051
H 4.2951 -1.0017 -2.7162 -0.066 -0.074 0.115
N 1.7774 -1.1718 -0.4800 0.235 0.138 -0.411
C 2.5748 -0.6702 -1.4521 -0.010 -0.787 0.576
C 2.2031 0.6559 -1.9821 -0.501 0.963 -0.165
N 1.0659 1.2032 -1.4903 0.988 0.124 -0.346
C 0.6653 2.3989 -1.9381 0.279 -0.316 -0.025
C 2.5376 2.5653 -3.4156 -0.201 -0.089 0.206
C 1.3655 3.1152 -2.9013 0.114 -0.192 0.002
H -0.2547 2.7792 -1.5071 0.131 -0.031 -0.027
H 0.9951 4.0781 -3.2363 0.059 -0.125 0.044
C 2.9599 1.3266 -2.9491 -0.130 -0.055 0.084
H 3.8713 0.8854 -3.3349 -0.106 0.091 0.030
H 3.1151 3.0921 -4.1688 -0.071 -0.066 0.102
Ni 0.0000 0.0000 0.0000 0.331 0.214 0.794
C 0.9015 1.0448 1.5495 -0.189 0.207 -0.482
H 0.8053 2.1103 1.3239 0.071 -0.094 0.067
H 1.9544 0.7493 1.5708 -0.071 -0.012 -0.032
H 0.4176 0.8118 2.4987 0.010 0.020 -0.193
O -1.9961 -0.1995 -2.1591 1.801 -0.699 0.100
B -0.9119 -0.9388 -1.5504 -1.734 0.306 0.412
O -1.3224 -2.3105 -1.3569 1.308 1.485 -0.465
C -2.6382 -2.2794 -1.6210 -1.630 -1.348 0.059
C -3.5621 -3.2989 -1.3955 -0.385 0.372 -0.233
C -4.9178 -3.0336 -1.6572 0.475 0.743 -0.183
C -5.3187 -1.7681 -2.1376 0.873 -0.291 0.164
C -4.3645 -0.7604 -2.3644 -0.144 -0.581 0.168
C -3.0284 -1.0484 -2.0881 -2.006 0.083 -0.574
H -3.2491 -4.2578 -1.0049 0.059 0.013 -0.011
H -5.6628 -3.7960 -1.4702 0.047 -0.002 -0.010
H -6.3662 -1.5671 -2.3218 0.037 -0.006 0.001
H -4.6623 0.2210 -2.7112 0.077 -0.020 -0.001
```
Positions in Å, forces in eV/Å.


Q: Among the records above, which one has the highest largest force on an atom?
A: C19H21BN2O2Pd


Q: What is the largest force on an atom in the fourth record?
A: 0.9 eV/Å


Q: Which formula does entry 5 have?
A: C19H21Cl2N5